Record 1
The following is a DFT calculation (ωB97M-V/def2-TZVPD) of an isolated molecule of C4H7N3S.

Calculated values
Energy (Ha): -718.95674
Frontier orbital gap (hartree): 0.3371
HOMO (hartree): -0.3073
Charge: 0
Strongest force on any atom (eV/A): 6.5
Structure (SMILES): C/N=C1\CN=CN1S

Positions of all 15 atoms, in Å:
C 2.63 -1.00 -0.01
N 1.10 -1.14 -0.04
C 0.50 0.03 -0.06
C 0.98 1.61 0.04
N -0.25 2.28 0.06
C -1.21 1.39 -0.04
N -0.77 0.12 -0.16
S -1.69 -1.32 0.04
H 3.19 -1.89 -0.22
H 2.93 -0.12 -0.74
H 2.67 -0.95 1.18
H 1.59 2.09 -0.70
H 1.56 1.51 1.03
H -2.38 1.58 0.15
H -0.42 -2.05 0.04

Computed Mulliken charges, given in elementary charges:
1 C -0.77
2 N -0.64
3 C 0.60
4 C -0.30
5 N -0.60
6 C -0.03
7 N -0.04
8 S -0.24
9 H 0.29
10 H 0.21
11 H 0.28
12 H 0.34
13 H 0.28
14 H 0.26
15 H 0.34



Record 2
The following is a DFT calculation (ωB97M-V/def2-TZVPD) of a structure of composition C23H20Cl2N8O2Tc.

Calculated values
Energy (Ha): -2476.92866
Frontier orbital gap (spin up / spin down) (hartree): 0.2193 / 0.2212
Expectation value of S²: 0.7685
Spin multiplicity: 2
HOMO (spin up / spin down) (hartree): -0.5140 / -0.5139
Charge: +2
Strongest force on any atom (eV/A): 7.3

Positions of all 56 atoms, in Å:
Tc 0.07 -0.16 0.84
O -3.52 5.10 3.72
N -4.13 4.06 3.85
O -5.16 3.91 4.47
C -3.55 2.84 3.23
C -3.98 1.66 3.71
C -3.44 0.43 3.21
C -3.89 -0.84 3.61
C -3.29 -1.96 3.09
C -2.22 -1.81 2.22
N -1.77 -0.62 1.83
C -2.40 0.49 2.30
C -1.96 1.75 1.77
N -0.98 1.69 0.81
C -0.63 2.81 0.20
C -1.21 4.04 0.52
C -2.15 4.13 1.52
C -2.55 2.94 2.18
H -4.75 1.65 4.47
H -4.71 -0.92 4.32
H -3.63 -2.95 3.36
H -1.70 -2.68 1.82
H 0.11 2.74 -0.58
H -0.91 4.92 -0.03
H -2.58 5.08 1.79
C 1.98 -0.70 -5.93
C 3.04 0.39 -6.05
C 2.45 1.73 -6.46
C 3.87 0.47 -4.76
N 3.10 0.85 -3.57
C 2.82 0.09 -2.45
N 1.24 0.47 -0.48
N 2.33 2.21 -2.18
N 2.72 2.37 -3.36
H 1.44 -0.81 -6.88
H 1.24 -0.44 -5.17
H 2.42 -1.67 -5.68
H 3.78 0.09 -6.80
H 1.90 2.19 -5.63
H 1.76 1.61 -7.29
H 3.24 2.43 -6.76
H 4.66 1.21 -4.87
H 4.31 -0.51 -4.55
H 2.98 -0.97 -2.52
Cl 2.29 1.04 -1.26
C 3.44 1.16 -0.11
C 4.60 1.91 -0.11
C 5.62 1.66 0.79
C 5.46 0.74 1.81
C 4.23 0.10 2.00
Cl 4.01 -0.95 3.33
C 3.17 0.35 1.14
N 1.91 -0.27 1.43
H 4.70 2.68 -0.87
H 6.55 2.21 0.71
H 6.27 0.54 2.50

Computed Mulliken charges, given in elementary charges:
1 Tc 1.38
2 O -0.57
3 N 1.00
4 O -0.56
5 C -0.24
6 C -0.86
7 C 1.30
8 C -0.37
9 C -0.79
10 C -0.18
11 N -0.34
12 C 0.12
13 C -0.46
14 N -0.35
15 C -0.11
16 C -0.83
17 C -0.59
18 C 1.00
19 H 0.57
20 H 0.51
21 H 0.43
22 H 0.44
23 H 0.43
24 H 0.47
25 H 0.57
26 C -1.40
27 C 0.68
28 C -1.42
29 C -1.14
30 N 0.47
31 C -0.38
32 N -0.97
33 N -0.24
34 N -0.43
35 H 0.42
36 H 0.26
37 H 0.36
38 H 0.33
39 H 0.31
40 H 0.40
41 H 0.37
42 H 0.38
43 H 0.44
44 H 0.49
45 Cl 1.41
46 C -0.06
47 C -0.40
48 C -0.71
49 C -0.40
50 C 0.34
51 Cl -0.12
52 C 0.30
53 N -0.70
54 H 0.52
55 H 0.44
56 H 0.46



Record 3
The following is a DFT calculation (ωB97M-V/def2-TZVPD) of a cluster of 2 separate species, C4H6 in total.

Calculated values
Energy (Ha): -155.76412
Frontier orbital gap (spin up / spin down) (hartree): 0.3231 / 0.2944
HOMO (spin up / spin down) (hartree): -0.3043 / -0.2783
Charge: 0
Strongest force on any atom (eV/A): 3.5

Positions of all 10 atoms, in Å:
C 1.21 0.00 -0.06
C -1.05 -0.26 -0.16
C 0.00 0.86 0.00
C 0.05 -0.59 0.64
H 1.61 -0.37 -1.08
H 2.09 0.42 0.48
H -2.06 -0.21 0.25
H -1.60 -0.97 -2.10
H -0.25 1.92 0.24
H 0.00 -0.79 1.78

Computed Mulliken charges, given in elementary charges:
1 C -0.38
2 C -0.54
3 C -0.18
4 C -0.14
5 H 0.22
6 H 0.23
7 H 0.26
8 H 0.03
9 H 0.30
10 H 0.21



Record 4
The following is a DFT calculation (ωB97M-V/def2-TZVPD) of the ion C6H9BrNO with charge +1.

Calculated values
Energy (Ha): -2937.67641
Frontier orbital gap (hartree): 0.3002
HOMO (hartree): -0.4399
Charge: +1
Strongest force on any atom (eV/A): 3.5
Structure (SMILES): [NH3+]/C(Br)=C/C=C\C=C\O

Positions of all 18 atoms, in Å:
N -2.49 -0.75 1.10
C -1.48 -0.24 0.07
Br -1.68 1.70 -0.09
C -0.66 -0.99 -0.64
C 0.24 -0.50 -1.70
C 1.14 0.44 -1.75
C 1.62 1.32 -0.72
C 2.29 0.92 0.36
O 2.89 1.67 1.28
H -2.98 -1.56 0.68
H -3.12 -0.01 1.42
H -1.87 -1.08 1.90
H -0.89 -2.06 -0.46
H -0.15 -0.97 -2.61
H 1.62 0.45 -2.81
H 1.64 2.36 -1.08
H 2.20 -0.04 0.70
H 2.85 2.64 1.09

Computed Mulliken charges, given in elementary charges:
1 N -0.32
2 C 0.20
3 Br -0.07
4 C -0.33
5 C -0.40
6 C 0.00
7 C -0.76
8 C 0.08
9 O -0.49
10 H 0.39
11 H 0.36
12 H 0.41
13 H 0.29
14 H 0.32
15 H 0.27
16 H 0.31
17 H 0.42
18 H 0.34



Record 5
The following is a DFT calculation (ωB97M-V/def2-TZVPD) of a structure of composition C34H24IrNP2S2.

Calculated values
Energy (Ha): -2948.07589
Frontier orbital gap (spin up / spin down) (hartree): 0.2399 / 0.2398
HOMO (spin up / spin down) (hartree): -0.2761 / -0.2761
Charge: 0
Strongest force on any atom (eV/A): 4.3

Positions of all 64 atoms, in Å:
Ir -1.16 -0.54 -2.31
S -3.06 -2.01 -1.67
P -2.45 -1.23 0.11
C -0.92 -0.57 -0.31
P 0.61 -1.31 -0.32
S 0.51 -2.29 -2.10
C 0.98 -2.24 1.19
C 0.70 -3.60 1.27
C 0.92 -4.28 2.45
C 1.42 -3.61 3.56
C 1.69 -2.25 3.48
C 1.48 -1.56 2.30
C 1.88 -0.04 -0.39
C 1.56 1.28 -0.10
C 2.41 2.29 -0.52
C 3.55 2.02 -1.29
C 3.98 0.68 -1.29
C 3.14 -0.34 -0.91
C -3.54 0.10 0.67
C -3.24 1.43 0.37
C -4.10 2.44 0.77
C -5.26 2.13 1.46
C -5.57 0.81 1.76
C -4.71 -0.20 1.37
C -2.45 -2.40 1.48
C -2.07 -1.96 2.75
C -2.05 -2.85 3.81
C -2.42 -4.18 3.61
C -2.80 -4.61 2.35
C -2.81 -3.73 1.28
H 0.31 -4.12 0.39
H 0.71 -5.34 2.51
H 1.59 -4.15 4.48
H 2.08 -1.73 4.35
H 1.71 -0.51 2.23
H 0.62 1.51 0.38
H 2.13 3.33 -0.35
H 4.36 2.73 -1.09
H 4.95 0.44 -1.73
H 3.43 -1.37 -1.05
H -2.33 1.66 -0.17
H -3.86 3.47 0.53
H -5.93 2.92 1.77
H -6.47 0.57 2.30
H -4.94 -1.23 1.60
H -1.79 -0.93 2.90
H -1.74 -2.51 4.79
H -2.41 -4.87 4.45
H -3.09 -5.65 2.20
H -3.09 -4.06 0.29
N 5.41 6.44 -5.00
C 4.62 5.67 -4.68
C 3.63 4.71 -4.28
C 4.02 3.43 -3.89
C 3.10 2.48 -3.43
C 1.73 2.81 -3.59
C 1.34 4.10 -3.97
C 2.28 5.05 -4.30
C 0.76 1.82 -3.25
C 0.03 0.91 -2.88
H 5.07 3.18 -3.89
H 3.30 1.49 -3.84
H 0.28 4.33 -4.03
H 1.98 6.05 -4.60

Computed Mulliken charges, given in elementary charges:
1 Ir 0.28
2 S -0.58
3 P 1.45
4 C -1.30
5 P 1.07
6 S -0.43
7 C 0.75
8 C -0.30
9 C -0.49
10 C -0.55
11 C -0.69
12 C -0.60
13 C 0.01
14 C 0.22
15 C -0.75
16 C -0.01
17 C -0.92
18 C -0.58
19 C 0.64
20 C -0.37
21 C -0.68
22 C -0.46
23 C -0.68
24 C -0.36
25 C 0.13
26 C -0.24
27 C -0.63
28 C -0.56
29 C -0.65
30 C -0.42
31 H 0.35
32 H 0.43
33 H 0.42
34 H 0.41
35 H 0.41
36 H 0.20
37 H 0.36
38 H 0.51
39 H 0.41
40 H 0.42
41 H 0.26
42 H 0.42
43 H 0.38
44 H 0.39
45 H 0.40
46 H 0.38
47 H 0.44
48 H 0.41
49 H 0.41
50 H 0.39
51 N -0.52
52 C 0.02
53 C 0.57
54 C -0.92
55 C 0.35
56 C -0.04
57 C -0.62
58 C -0.68
59 C 0.94
60 C -1.00
61 H 0.48
62 H 0.37
63 H 0.49
64 H 0.47